1.
{
  "formula": "C22H26Cl2GaIN3OSSi",
  "method": "the ωB97M-V functional and the def2-TZVPD basis",
  "symbols": ["I", "Ga", "Cl", "Cl", "S", "Si", "O", "N", "N", "N", "C", "C", "C", "C", "C", "C", "C", "C", "C", "C", "C", "C", "C", "C", "C", "C", "C", "C", "C", "C", "C", "C", "H", "H", "H", "H", "H", "H", "H", "H", "H", "H", "H", "H", "H", "H", "H", "H", "H", "H", "H", "H", "H", "H", "H", "H", "H", "H"],
  "positions_angstrom": [[-2.72185, 1.16017, -0.17107], [-0.39541, 0.15089, -0.15168], [-1.09534, -1.73467, 1.58712], [-0.98581, 0.91615, 2.90291], [1.85350, 6.90344, -2.22316], [-0.63178, -1.63842, -2.89869], [1.57268, -0.25831, 0.76801], [0.57336, 1.92998, -0.86824], [0.21374, -1.14335, -1.41149], [2.45842, 5.27256, -4.16075], [2.25511, -1.14295, -0.09270], [3.10398, 1.54057, 1.25288], [-1.65297, -0.72117, 2.94764], [2.38110, 0.44207, 1.68148], [2.19033, -2.50106, -2.02704], [1.94011, 5.41868, -2.93407], [0.35238, 3.15613, -0.37788], [-2.29063, -0.76871, -3.05286], [1.52098, -1.59966, -1.19191], [0.78685, 4.29308, -1.01840], [-0.93684, -3.49972, -2.86603], [3.86378, 1.88481, 3.50665], [3.49269, -2.90399, -1.78399], [3.85105, 2.26255, 2.17239], [1.71752, 2.90509, -2.71255], [3.55148, -1.53929, 0.16729], [4.18627, -2.42675, -0.68646], [1.25533, 1.81081, -2.00861], [1.47614, 4.19204, -2.22843], [0.34392, -1.08474, -4.42555], [3.14624, 0.77191, 3.92227], [2.41802, 0.03380, 3.00328], [5.19867, -2.74594, -0.48589], [4.42066, 3.11991, 1.84088], [-0.18949, -1.43930, -5.31092], [-0.19218, 3.21138, 0.55604], [-0.04864, -4.08625, -3.09918], [2.49685, 4.39652, -4.65120], [-2.72256, -1.02310, -4.02346], [4.07301, -1.15738, 1.03396], [-1.34480, -1.18762, 3.87674], [3.14867, 0.47859, 4.96312], [1.87949, -0.85676, 3.30217], [-3.00364, -1.08254, -2.29047], [-1.69254, -3.74659, -3.61474], [-2.19795, 0.31704, -3.01960], [2.80459, 6.09593, -4.62446], [1.68568, -2.90544, -2.88941], [-1.30494, -3.83283, -1.89454], [2.25806, 2.72447, -3.63068], [1.43103, 0.80094, -2.35853], [4.44428, 2.45180, 4.22164], [-2.73359, -0.64037, 2.89790], [1.35964, -1.47345, -4.48524], [0.39916, 0.00368, -4.49807], [3.08950, 1.82376, 0.20769], [3.96467, -3.59448, -2.47024], [0.59036, 5.26777, -0.59789]],
  "nbo_charge": [-0.24, 1.39, 0.09, 0.05, -0.07, 1.81, -0.60, -0.57, -1.34, -0.74, 0.28, -0.27, -0.39, 0.34, -0.25, 0.06, 0.05, -1.13, 0.10, -0.14, -1.13, -0.19, -0.19, -0.19, -0.23, -0.28, -0.21, 0.06, -0.03, -1.13, -0.19, -0.27, 0.23, 0.23, 0.25, 0.23, 0.24, 0.39, 0.26, 0.24, 0.25, 0.23, 0.23, 0.25, 0.25, 0.24, 0.43, 0.22, 0.25, 0.23, 0.24, 0.23, 0.25, 0.24, 0.23, 0.23, 0.23, 0.26],
  "total_charge": 1,
  "lumo_ev": -3.73,
  "e_homo_ev": -10.75,
  "relative_energy_kj_mol": 22.9,
  "gap_ev": 7.0179
}

---

2.
{
  "formula": "H5O2S",
  "method": "the ωB97M-V functional and the def2-TZVPD basis",
  "symbols": ["S", "O", "O", "H", "H", "H", "H", "H"],
  "positions_angstrom": [[0.20642, 1.25245, 0.03004], [-0.89415, -0.37421, -2.79704], [0.77743, -1.34651, 2.60662], [-1.18373, 0.53109, -2.69323], [-0.73743, -0.74805, -1.92454], [-0.31286, 2.48687, -0.00681], [1.51461, -0.87891, 3.02441], [0.62971, -0.92271, 1.76054]],
  "nbo_charge": [-1.09, -0.98, -0.97, 0.48, 0.49, 0.10, 0.46, 0.50],
  "total_charge": -1,
  "lumo_ev": 4.22,
  "e_homo_ev": -2.99,
  "relative_energy_kj_mol": 40.7,
  "gap_ev": 7.2056
}

---

3.
{
  "formula": "CH11NO4",
  "method": "the ωB97M-V functional and the def2-TZVPD basis",
  "symbols": ["O", "O", "O", "O", "N", "C", "H", "H", "H", "H", "H", "H", "H", "H", "H", "H", "H"],
  "positions_angstrom": [[1.00754, 1.14273, -0.62573], [2.45962, 2.86968, 0.91645], [2.89045, -0.84151, -1.16083], [0.97297, 0.04820, 2.00776], [-5.17007, -2.61825, -0.61539], [-4.57110, -1.49683, -0.60071], [1.19391, -0.76541, 2.48094], [-5.13098, -0.59441, -0.36127], [2.37828, 2.17766, 0.25931], [-3.49315, -1.46143, -0.76607], [1.66703, 0.68141, 2.03352], [2.73744, 0.07083, -0.87275], [-4.56582, -3.28094, -1.09608], [0.45289, 0.90973, 0.13673], [0.49587, 0.79937, -1.34227], [2.96738, 3.51465, 0.42981], [3.70774, -1.15546, -0.82345]],
  "nbo_charge": [-0.98, -0.95, -0.96, -0.97, -0.59, -0.05, 0.49, 0.17, 0.48, 0.15, 0.49, 0.49, 0.33, 0.50, 0.48, 0.47, 0.47],
  "lumo_ev": 0.40,
  "e_homo_ev": -10.18,
  "relative_energy_kj_mol": 149.5,
  "gap_ev": 10.5822,
  "smiles": "C=N.O.O.O.O"
}

---

4.
{
  "formula": "C20H28AsIrN2O2Si2",
  "method": "the ωB97M-V functional and the def2-TZVPD basis",
  "symbols": ["Ir", "As", "Si", "Si", "O", "O", "N", "N", "C", "C", "C", "C", "C", "C", "C", "C", "C", "C", "C", "C", "C", "C", "C", "C", "C", "C", "C", "C", "H", "H", "H", "H", "H", "H", "H", "H", "H", "H", "H", "H", "H", "H", "H", "H", "H", "H", "H", "H", "H", "H", "H", "H", "H", "H", "H", "H"],
  "positions_angstrom": [[-0.87588, -0.43479, -1.39105], [-1.12648, -0.38667, 0.88672], [-1.11863, 1.53681, 2.25917], [-0.80086, -2.30382, 2.20137], [-1.04318, -2.36785, -1.79812], [-0.78147, 1.60090, -1.51339], [0.80516, -0.20683, -2.30789], [1.24253, 1.09452, -2.49426], [-2.89769, 1.78495, 2.77777], [2.11548, 5.19169, -2.78521], [0.01168, -3.09682, -2.08942], [-0.05251, 1.19399, 3.76301], [0.61350, 3.38935, -2.24591], [-1.04704, -3.81900, 1.15112], [0.88902, -5.34448, -2.37463], [0.34647, 1.93992, -2.05940], [-0.17243, 5.66558, -2.22710], [1.27837, -2.57857, -2.48343], [1.87788, 3.83704, -2.62203], [2.14430, -4.83903, -2.74104], [-0.47991, 3.02747, 1.35170], [-0.14671, -4.49904, -2.06770], [1.09229, 6.10918, -2.58465], [2.31711, -3.48134, -2.79933], [0.88542, -2.35627, 3.01212], [1.59308, -1.18456, -2.61882], [-0.41156, 4.31046, -2.05762], [-2.15128, -2.15555, 3.49430], [-1.06515, 3.19782, 0.45184], [-1.94220, -3.74154, 0.53322], [1.66713, -2.42503, 2.25304], [-2.01640, -1.28620, 4.13964], [-0.05661, 2.06653, 4.42219], [-3.52646, 1.97819, 1.90739], [3.27424, -3.07147, -3.10057], [-3.29591, 0.90821, 3.29142], [3.10159, 5.53387, -3.07146], [-2.13721, -3.04561, 4.12931], [-3.13536, -2.08564, 3.02827], [1.07410, -1.46480, 3.61087], [2.66560, 3.11359, -2.77864], [2.95815, -5.50852, -2.98216], [-0.55526, 3.90897, 1.99439], [0.56313, 2.90853, 1.05394], [-0.40882, 0.34104, 4.34220], [-2.97063, 2.64007, 3.45504], [-1.13574, -4.69902, 1.79420], [-0.97629, 6.37580, -2.08248], [2.55733, -0.89627, -3.02688], [0.98016, 0.99867, 3.46874], [-0.19335, -3.97008, 0.48941], [0.97106, -3.22938, 3.66447], [0.73288, -6.41522, -2.33059], [1.27984, 7.16768, -2.71185], [-1.39767, 3.95458, -1.79388], [-1.11883, -4.88200, -1.78737]],
  "nbo_charge": [0.82, -0.32, 1.42, 1.41, -0.70, -0.69, -0.26, -0.42, -1.12, -0.22, 0.45, -1.13, -0.06, -1.13, -0.17, 0.54, -0.22, -0.24, -0.18, -0.27, -1.12, -0.30, -0.20, -0.14, -1.12, 0.13, -0.19, -1.12, 0.26, 0.26, 0.25, 0.23, 0.24, 0.25, 0.21, 0.24, 0.21, 0.24, 0.25, 0.24, 0.23, 0.22, 0.24, 0.25, 0.23, 0.24, 0.24, 0.21, 0.21, 0.24, 0.25, 0.24, 0.21, 0.21, 0.23, 0.23],
  "lumo_ev": -0.89,
  "e_homo_ev": -7.52,
  "gap_ev": 6.6330
}

---

5.
{
  "formula": "C28H24AsF6GeNO2ReSSe",
  "method": "the ωB97M-V functional and the def2-TZVPD basis",
  "symbols": ["Re", "Se", "As", "Ge", "S", "F", "F", "F", "F", "F", "F", "O", "O", "N", "C", "C", "C", "C", "C", "C", "C", "C", "C", "C", "C", "C", "C", "C", "C", "C", "C", "C", "C", "C", "C", "C", "C", "C", "C", "C", "C", "C", "H", "H", "H", "H", "H", "H", "H", "H", "H", "H", "H", "H", "H", "H", "H", "H", "H", "H", "H", "H", "H", "H", "H", "H"],
  "positions_angstrom": [[-0.27861, 0.62330, 1.57019], [-2.50477, 1.14714, 2.04825], [1.29720, 0.07979, 4.14828], [-1.55146, 0.27022, -3.59788], [2.13106, -2.41082, -0.69972], [0.40292, -0.40904, 5.48209], [-0.00421, -0.82842, 3.04962], [2.39714, 1.06731, 4.92622], [1.86159, 0.56107, 2.50683], [0.14020, 1.41683, 3.82252], [2.22342, -1.31948, 4.05671], [0.22108, 2.12357, 0.67286], [0.41942, 3.94371, -0.61240], [0.28056, -0.65075, 0.33513], [-2.21484, -3.01903, -1.06255], [-5.63101, 1.15728, -4.21993], [-0.13556, 0.53839, -4.90353], [-4.86126, 0.03450, -6.19685], [-4.35518, 1.07106, -3.67718], [-3.58876, -0.04952, -5.65138], [-5.88461, 0.63980, -5.48142], [-5.67643, 0.33741, -0.45872], [-2.24652, -1.77675, -1.67659], [-5.88203, -1.02666, -0.30293], [1.91594, 1.04814, -6.73691], [1.17288, 0.12292, -4.64770], [-0.39322, 1.22445, -6.09029], [-1.41703, -1.48886, -2.76163], [-5.07019, -1.76998, 0.54444], [-3.31747, 0.47188, -4.38623], [-4.04010, -1.15567, 1.23884], [2.19204, 0.37394, -5.55505], [0.13000, 1.85687, -1.80669], [-4.64802, 0.96937, 0.22207], [1.08807, -1.43461, -0.11590], [0.62311, 1.47519, -7.00233], [-0.54974, -3.74510, -2.63357], [-3.83702, 0.20524, 1.05082], [0.27521, 2.78132, -0.63677], [-1.35732, -4.00551, -1.53634], [-0.57838, -2.49377, -3.23942], [-1.34709, 1.61677, -2.15244], [0.04280, -2.31582, -4.10910], [-5.24292, -2.83033, 0.67043], [1.40900, -0.41019, -3.73174], [-2.80177, -0.53181, -6.22087], [-1.90909, 1.27454, -1.27559], [-6.42823, 1.63610, -3.66646], [0.65796, 0.92083, -1.61724], [-1.39602, 1.57311, -6.30873], [-1.33730, -4.97923, -1.06429], [-5.05423, -0.37121, -7.18134], [0.62518, 2.35577, -2.63979], [2.70801, 1.24164, -7.44808], [-4.48325, 2.03360, 0.10815], [-6.68664, -1.51269, -0.83774], [-2.87415, -3.23599, -0.23009], [-1.79473, 2.55959, -2.47454], [-4.17056, 1.49091, -2.69422], [-6.31821, 0.91504, -1.10980], [0.09952, -4.51788, -3.02487], [-3.41314, -1.72182, 1.91563], [0.40439, 2.00568, -7.91981], [3.20012, 0.04221, -5.34244], [-6.87630, 0.71093, -5.90836], [-2.95026, -1.02987, -1.31955]],
  "lowdin_spin": [1.56, -0.19, 0.00, 0.00, 0.25, 0.00, 0.03, 0.00, 0.03, 0.03, 0.00, 0.11, 0.01, 0.08, 0.00, 0.00, 0.00, 0.00, 0.00, 0.00, 0.00, 0.00, 0.00, -0.01, 0.00, 0.00, 0.00, 0.00, 0.00, 0.00, -0.01, 0.00, 0.01, -0.01, 0.06, 0.00, 0.00, 0.00, 0.02, 0.00, 0.00, 0.00, 0.00, 0.00, 0.00, 0.00, 0.00, 0.00, 0.00, 0.00, 0.00, 0.00, 0.00, 0.00, 0.00, 0.00, 0.00, 0.00, 0.00, 0.00, 0.00, 0.00, 0.00, 0.00, 0.00, 0.00],
  "total_charge": 1,
  "lumo_ev": [-6.47, -6.05],
  "e_homo_ev": [-11.59, -11.59],
  "relative_energy_kj_mol": 40.0,
  "gap_ev": [5.1209, 5.5356],
  "spin_multiplicity": 3
}

---

6.
{
  "formula": "CH3NO4",
  "method": "the ωB97M-V functional and the def2-TZVPD basis",
  "symbols": ["O", "O", "O", "O", "N", "C", "H", "H", "H"],
  "positions_angstrom": [[-2.49721, -0.45588, -0.34399], [-1.36892, 0.99009, 0.82188], [1.08243, 0.78536, -0.64254], [-0.48973, -0.74770, -0.05682], [-1.48219, -0.01621, 0.12926], [0.95304, -0.14650, 0.24112], [1.48932, -1.07016, 0.09194], [1.37114, 0.47545, -1.46918], [0.94211, 0.18555, 1.22832]],
  "nbo_charge": [-0.38, -0.44, -0.65, -0.36, 0.73, 0.24, 0.17, 0.49, 0.19],
  "lumo_ev": 0.34,
  "e_homo_ev": -10.72,
  "relative_energy_kj_mol": 266.7,
  "gap_ev": 11.0516,
  "smiles": "O=[N+]([O-])OCO"
}

---

Respective molecular weight values: 676.16 69.11 101.10 651.77 965.26 93.04 Da.
Respective largest force on an atom values: 1.3 1.4 1.8 0.7 1.0 5.9 eV/Å.
Respective E_tot values: -133986.473 -15012.698 -10894.476 -107704.052 -246976.597 -10760.751 eV.